The following is a DFT calculation (the ωB97M-V functional and the def2-TZVPD basis) of a molecular structure, C4H8OS.

Each line ends with the Mulliken charge.
Element x y z (Å)
C (-0.419, -1.542, -0.800)  -0.26
C (-0.360, 0.198, 0.138)  -0.49
C (-0.787, -2.699, 0.098)  -0.84
C (0.897, 2.820, 0.505)  -0.82
O (0.770, 1.553, -1.870)  -0.58
S (-0.147, 1.697, -0.700)  0.45
H (0.270, -1.535, -1.668)  0.39
H (-0.868, -0.058, 1.009)  0.43
H (-0.523, -2.375, 1.058)  0.32
H (-1.855, -3.061, 0.164)  0.26
H (-0.198, -3.702, -0.229)  0.25
H (1.976, 2.377, 0.610)  0.26
H (0.317, 2.525, 1.455)  0.27
H (0.929, 3.801, 0.229)  0.35

Kohn-Sham gap (spin up / spin down): 7.92 / 8.22 eV
ΔE to the lowest compared entry with this formula, charge and spin: 688.02 kJ/mol
2S+1: 1

=====

The following is a DFT calculation (the ωB97M-V functional and the def2-TZVPD basis) of a molecular structure, C31H58BrN4OP3Sn.

Each line ends with the Mulliken charge.
Element x y z (Å)
N (-5.166, -1.215, 2.672)  -0.57
C (-4.331, -0.290, 3.144)  -0.72
C (-3.917, 0.786, 2.354)  -0.07
C (-4.458, 0.959, 1.048)  0.61
C (-5.261, -0.098, 0.552)  -0.18
C (-5.627, -1.132, 1.418)  -0.66
C (-4.154, 2.140, 0.261)  -0.74
Sn (0.201, 0.033, -0.904)  0.47
P (2.446, 0.559, -2.001)  0.46
C (-4.248, 2.302, -1.104)  -0.83
C (-3.094, 2.747, -1.865)  0.57
C (-2.917, 2.258, -3.181)  -0.74
C (-1.685, 2.368, -3.819)  -0.18
C (-0.687, 3.139, -3.198)  0.15
C (-0.835, 3.662, -1.910)  -0.46
C (-2.072, 3.529, -1.278)  -0.62
Br (0.806, 3.798, -4.268)  -0.13
H (-3.718, 2.969, 0.828)  0.54
H (-5.174, 2.072, -1.644)  0.59
H (-3.164, 1.476, 2.728)  0.28
H (-5.603, -0.138, -0.478)  0.42
H (-3.971, -0.400, 4.174)  0.54
H (-6.298, -1.929, 1.098)  0.43
H (-3.757, 1.745, -3.651)  0.43
H (-2.225, 4.032, -0.322)  0.45
H (-1.510, 1.890, -4.788)  0.50
H (-0.003, 4.184, -1.433)  0.54
P (-0.807, -2.589, -1.041)  0.60
C (2.877, 2.156, -1.200)  0.37
C (3.507, 3.178, -2.119)  -1.11
H (3.558, 1.910, -0.368)  0.29
H (1.940, 2.518, -0.743)  -0.09
H (3.784, 4.062, -1.540)  0.44
H (4.413, 2.785, -2.587)  0.32
H (2.816, 3.510, -2.897)  0.00
C (1.842, 0.616, -3.719)  0.71
C (2.906, 0.650, -4.807)  -1.43
H (1.147, 1.469, -3.847)  -0.75
H (1.227, -0.301, -3.807)  0.38
H (2.451, 0.909, -5.771)  0.42
H (3.692, 1.390, -4.612)  0.28
H (3.368, -0.336, -4.921)  0.37
C (3.757, -0.690, -1.861)  -0.22
C (5.143, -0.076, -2.056)  -1.28
H (3.566, -1.467, -2.621)  0.45
H (3.626, -1.170, -0.875)  0.20
H (5.922, -0.847, -2.021)  0.42
H (5.214, 0.405, -3.041)  0.29
H (5.379, 0.670, -1.288)  0.32
C (0.116, -3.992, -0.286)  -0.89
C (1.630, -3.940, -0.495)  -1.21
H (-0.311, -4.910, -0.727)  0.65
H (-0.118, -4.010, 0.791)  0.43
H (2.101, -4.783, 0.034)  0.44
H (1.895, -4.022, -1.557)  0.35
H (2.076, -3.013, -0.100)  0.05
C (-0.735, -3.004, -2.828)  -0.55
C (-1.645, -2.147, -3.709)  -1.16
H (-0.998, -4.071, -2.907)  0.54
H (0.318, -2.892, -3.127)  0.33
H (-1.480, -2.411, -4.760)  0.42
H (-2.703, -2.321, -3.485)  0.35
H (-1.446, -1.069, -3.611)  0.19
C (-2.546, -3.050, -0.665)  -0.77
C (-2.873, -3.232, 0.814)  -0.85
H (-2.772, -3.970, -1.229)  0.51
H (-3.169, -2.239, -1.072)  0.35
H (-3.912, -3.572, 0.928)  0.43
H (-2.229, -3.973, 1.304)  0.40
H (-2.792, -2.284, 1.364)  -0.15
C (-0.554, -1.982, 3.050)  -1.76
N (-0.421, -0.546, 3.304)  1.23
C (-1.008, -0.157, 4.584)  -1.16
P (0.842, 0.287, 2.674)  -1.60
O (0.836, 0.282, 1.165)  0.53
N (0.753, 1.800, 3.269)  0.47
C (0.694, 2.996, 2.430)  -0.86
C (1.159, 2.085, 4.648)  -1.60
N (2.286, -0.326, 3.298)  0.20
C (2.653, -1.695, 2.890)  -0.70
C (3.462, 0.565, 3.343)  -0.74
H (-1.608, -2.264, 3.189)  0.63
H (0.050, -2.582, 3.756)  0.20
H (-0.277, -2.240, 2.016)  0.48
H (-0.325, -0.308, 5.436)  0.29
H (-1.348, 0.882, 4.573)  0.28
H (-1.896, -0.774, 4.760)  0.44
H (-0.028, 2.884, 1.603)  0.14
H (0.348, 3.824, 3.071)  0.47
H (1.691, 3.253, 2.012)  0.23
H (2.003, 2.791, 4.645)  0.48
H (1.443, 1.184, 5.212)  0.54
H (0.323, 2.555, 5.185)  0.37
H (2.792, -1.802, 1.796)  0.16
H (3.604, -1.900, 3.391)  0.45
H (1.906, -2.424, 3.231)  0.14
H (3.615, 1.137, 2.408)  0.09
H (3.374, 1.273, 4.178)  0.23
H (4.319, -0.095, 3.516)  0.43

Kohn-Sham gap: 6.50 eV
net charge: +2
2S+1: 1

=====

The following is a DFT calculation (the ωB97M-V functional and the def2-TZVPD basis) of a single C5H10O molecule.

Each line ends with the Mulliken charge.
Element x y z (Å)
C (-2.035, 0.460, 0.185)  -1.18
C (-0.927, -0.478, -0.287)  -0.49
C (0.333, -0.387, 0.536)  0.01
C (1.586, -1.027, 0.005)  -0.84
C (1.507, 0.460, 0.100)  -0.10
O (1.463, 1.164, -1.107)  -0.53
H (-1.698, 1.503, 0.189)  0.30
H (-2.354, 0.212, 1.204)  0.31
H (-2.914, 0.393, -0.465)  0.35
H (-1.283, -1.516, -0.245)  0.29
H (-0.680, -0.271, -1.335)  0.31
H (0.176, -0.417, 1.619)  0.39
H (2.259, -1.567, 0.664)  0.27
H (1.492, -1.447, -0.994)  0.26
H (2.104, 0.938, 0.879)  0.32
H (0.972, 1.980, -0.946)  0.33

Kohn-Sham gap: 10.56 eV
ΔE to the lowest compared entry with this formula, charge and spin: 107.54 kJ/mol
2S+1: 1

=====

The following is a DFT calculation (the ωB97M-V functional and the def2-TZVPD basis) of 2 unconnected molecules or ions with the total composition CH2BrO3P.

Each line ends with the Mulliken charge.
Element x y z (Å)
C (0.436, 0.971, 1.308)  -0.56
O (3.604, -1.061, -1.798)  -0.64
O (1.725, -0.184, -3.196)  -0.64
O (3.408, 1.406, -2.133)  -0.64
P (2.940, 0.047, -2.435)  0.91
Br (-1.401, 0.869, 2.227)  -0.50
H (0.307, 1.135, 0.202)  0.04
H (0.780, -0.069, 1.448)  0.03

Kohn-Sham gap: 4.93 eV
ΔE to the lowest compared entry with this formula, charge and spin: 66.19 kJ/mol
net charge: -2
2S+1: 1

=====

The following is a DFT calculation (the ωB97M-V functional and the def2-TZVPD basis) of a molecular structure, C39H36BrCl2CsF3GeN5O4S.

Each line ends with the Mulliken charge.
Element x y z (Å)
Cs (-0.142, 2.075, 0.195)  1.74
Cl (-2.648, 1.022, 7.860)  -0.27
C (-2.753, 1.281, 6.139)  -0.05
C (-1.633, 1.040, 5.353)  0.01
C (-1.663, 1.216, 3.982)  -0.11
N (-0.482, 0.986, 3.260)  -0.66
C (-0.110, -0.149, 2.825)  0.44
O (1.082, -0.233, 2.263)  -0.57
C (-0.878, -1.452, 2.859)  1.12
C (-2.190, -1.621, 3.295)  -0.04
C (-2.735, -2.893, 3.277)  -0.82
C (-1.975, -3.960, 2.826)  -0.67
C (-0.683, -3.699, 2.408)  -0.49
N (-0.154, -2.484, 2.437)  -0.14
C (-2.840, 1.695, 3.337)  -0.11
C (-3.956, 1.927, 4.158)  -1.04
C (-3.910, 1.719, 5.530)  0.21
Cl (-5.350, 2.033, 6.467)  -0.27
N (-2.788, 1.848, 1.967)  0.15
C (-3.812, 2.365, 1.278)  0.31
O (-4.928, 2.766, 1.646)  -0.78
C (-3.442, 2.527, -0.189)  -0.33
C (-3.162, 3.796, -0.690)  -0.57
C (-2.650, 3.909, -1.970)  -0.24
C (-2.489, 2.760, -2.733)  -0.60
C (-2.856, 1.547, -2.172)  -0.29
N (-3.306, 1.423, -0.923)  0.10
H (-0.717, 0.699, 5.818)  0.45
H (-2.793, -0.788, 3.614)  0.33
H (-3.760, -3.034, 3.592)  0.49
H (-2.376, -4.963, 2.780)  0.45
H (-0.042, -4.489, 2.026)  0.32
H (-4.868, 2.269, 3.699)  0.71
H (-3.283, 4.661, -0.053)  0.41
H (-2.333, 4.871, -2.353)  0.37
H (-2.054, 2.796, -3.722)  0.36
H (-2.737, 0.620, -2.726)  0.40
F (4.391, 6.678, -3.367)  -0.33
C (3.322, 6.368, -2.568)  0.67
F (2.449, 7.379, -2.749)  -0.25
F (3.788, 6.463, -1.310)  -0.24
C (2.767, 5.018, -2.906)  -0.05
C (3.328, 4.321, -3.957)  -0.22
C (2.853, 3.062, -4.294)  -0.71
C (1.833, 2.549, -3.508)  -0.51
N (1.269, 3.196, -2.502)  -0.15
C (1.670, 4.457, -2.180)  -0.09
S (0.849, 5.282, -0.928)  -0.46
H (4.145, 4.761, -4.513)  0.44
H (3.276, 2.493, -5.110)  0.44
H (1.450, 1.545, -3.685)  0.44
Br (-5.318, -1.476, 1.454)  -0.17
C (-4.054, -2.151, 0.201)  -0.36
C (-4.357, -3.302, -0.510)  -0.52
C (-3.450, -3.756, -1.459)  -0.80
C (-2.279, -3.049, -1.700)  -0.60
C (-1.981, -1.914, -0.958)  -0.03
C (-2.868, -1.469, 0.018)  0.42
C (-0.703, -1.127, -1.218)  -0.41
O (-0.309, -1.053, -2.392)  -0.88
O (-0.163, -0.631, -0.191)  -0.46
H (-5.287, -3.824, -0.329)  0.42
H (-3.672, -4.655, -2.023)  0.38
H (-1.588, -3.359, -2.474)  0.47
H (-2.643, -0.576, 0.585)  1.13
C (2.396, -4.387, -2.622)  -1.03
C (2.274, -5.028, -1.242)  -0.58
C (2.520, -4.041, -0.098)  -0.85
C (1.506, -2.903, -0.070)  -0.11
Ge (1.928, -1.606, 1.342)  1.28
C (3.313, -0.424, 0.587)  -1.38
C (3.149, 0.041, -0.859)  0.97
C (4.315, 0.897, -1.357)  -0.07
C (5.647, 0.156, -1.425)  -1.42
H (2.271, -5.128, -3.415)  0.38
H (3.379, -3.925, -2.744)  0.25
H (1.645, -3.610, -2.767)  0.18
H (2.982, -5.861, -1.162)  0.37
H (1.271, -5.455, -1.130)  0.30
H (3.535, -3.635, -0.200)  0.30
H (2.509, -4.581, 0.856)  0.24
H (0.488, -3.280, 0.022)  0.11
H (1.543, -2.329, -0.994)  -0.02
H (2.627, -2.390, 2.487)  -0.36
H (4.245, -0.996, 0.674)  0.37
H (3.416, 0.435, 1.255)  0.35
H (2.230, 0.615, -0.996)  -0.45
H (3.045, -0.827, -1.521)  -0.09
H (4.416, 1.777, -0.713)  0.41
H (4.073, 1.277, -2.354)  -0.06
H (5.992, -0.155, -0.437)  0.32
H (6.424, 0.788, -1.862)  0.45
H (5.557, -0.741, -2.043)  0.25

Kohn-Sham gap: 6.24 eV
ΔE to the lowest compared entry with this formula, charge and spin: 0.00 kJ/mol
net charge: -2
2S+1: 1

=====

The following is a DFT calculation (the ωB97M-V functional and the def2-TZVPD basis) of a single C4H7NO molecule.

Each line ends with the Mulliken charge.
Element x y z (Å)
C (-1.011, 0.019, -0.485)  -0.62
C (-0.393, 0.982, 0.867)  -0.66
O (0.275, 0.122, 1.744)  -0.33
C (1.233, -0.583, 1.057)  0.10
N (1.307, -0.804, -0.182)  -0.50
C (0.267, -0.394, -1.121)  -0.54
H (-1.607, -0.823, -0.077)  0.33
H (-1.691, 0.551, -1.191)  0.39
H (0.311, 1.681, 0.416)  0.36
H (-1.446, 0.978, 0.751)  0.44
H (2.000, -0.967, 1.732)  0.38
H (0.109, -1.218, -1.812)  0.34
H (0.645, 0.457, -1.699)  0.30

Kohn-Sham gap: 10.18 eV
ΔE to the lowest compared entry with this formula, charge and spin: 344.35 kJ/mol
2S+1: 1

=====

Number 1: F_max 6.56 eV Å⁻¹. Number 2: F_max 2.24 eV Å⁻¹. Number 3: F_max 0.46 eV Å⁻¹. Number 4: F_max 3.37 eV Å⁻¹. Number 5: F_max 0.59 eV Å⁻¹. Number 6: F_max 3.86 eV Å⁻¹.